14
Properties=species:S:1:pos:R:3:forces:R:3 method="wB97M-V/def2-TZVPD" orbital_gap_ev=9.2559 relative_energy_kcal_mol=92.4 total_charge=0 homo_energy_ev=-8.55 e_lumo_ev=0.702
C -0.09462 1.26700 0.13001 1.0641 -0.1985 0.4335
C -0.83940 -1.87930 -0.33605 -0.3154 0.1192 0.1743
C 0.18725 -2.09664 0.46105 0.0481 -0.0795 -0.0475
N 0.48524 1.28691 -1.05464 -0.4272 0.2071 -0.7346
O -1.37258 1.52128 0.12516 -1.1754 0.2468 -0.4752
H -1.76877 1.68423 -0.76655 0.2048 -0.0464 0.2266
H 1.36467 1.69734 1.85029 0.8918 0.2904 0.9746
H -0.02541 1.46378 -1.93127 0.2182 -0.0761 0.2752
H 1.46687 1.09003 -1.13736 -0.0346 -0.0122 0.0942
H -0.86378 -2.23333 -1.34994 0.0411 -0.1487 -0.3075
H -1.70589 -1.32165 0.00321 0.0523 -0.0384 0.0054
H 1.05918 -2.63472 0.13499 0.2031 -0.1933 -0.1533
H 0.21087 -1.73325 1.47008 -0.0521 0.1803 0.3084
H 1.89636 1.88831 2.40102 -0.7188 -0.2509 -0.7742

---

75
Properties=species:S:1:pos:R:3:forces:R:3 method="wB97M-V/def2-TZVPD" orbital_gap_ev=7.4822 total_charge=0 homo_energy_ev=-7.90 e_lumo_ev=-0.413
Cd -0.63386 0.03127 0.05424 0.1242 -0.0309 -0.0848
C 2.13066 -3.03790 2.79400 -0.2856 -0.1066 0.1148
O 2.92773 -2.17748 1.96155 0.2189 0.1990 -0.0679
C 2.06759 -1.27636 1.44142 -0.3061 -0.2180 0.3841
N 0.87060 -1.28108 1.85450 -0.0871 0.0149 -0.3777
C 0.77026 -2.30870 2.90327 0.1878 -0.1091 0.1092
C -0.43775 -3.21569 2.79009 0.0663 0.0666 0.0380
C -0.35255 -4.54825 3.18105 0.0298 0.0148 -0.0538
C -1.45892 -5.38000 3.09562 -0.0196 -0.0516 0.0390
C -2.66674 -4.88462 2.62972 0.0197 -0.0428 -0.0005
C -2.76725 -3.54632 2.28229 -0.0402 0.0681 -0.0163
C -1.66352 -2.71372 2.37180 0.0290 -0.0289 0.0623
C 2.60796 -0.38663 0.39835 0.3191 0.0659 -0.1585
C 3.93804 -0.48698 0.00215 -0.0103 -0.0109 0.0683
C 4.36656 0.28465 -1.06297 -0.0402 0.0253 0.0104
C 3.45208 1.09612 -1.71147 -0.0556 0.0463 0.0073
C 2.14661 1.13561 -1.23639 0.3115 -0.0714 -0.0436
N 1.74685 0.43752 -0.18141 0.0236 -0.0334 -0.0338
C 1.11694 1.89779 -1.96622 -0.4838 0.2903 -0.0616
N -0.09008 2.04652 -1.61102 0.0104 -0.4062 -0.0288
C -0.74955 2.87302 -2.62844 0.0629 0.1808 -0.1210
C 0.33473 3.00508 -3.72902 -0.2749 0.0506 -0.0288
O 1.51798 2.46402 -3.12323 0.3063 -0.0238 0.0980
C -2.06830 2.35614 -3.16777 0.0685 -0.0439 0.0990
C -2.80686 1.36292 -2.54168 0.0257 0.0797 -0.0587
C -4.01990 0.94451 -3.06842 -0.0411 -0.0198 0.0189
C -4.51462 1.51998 -4.22712 -0.0238 -0.0204 0.0014
C -3.78874 2.52099 -4.85528 -0.0021 0.0606 -0.0415
C -2.57683 2.93659 -4.32757 0.0237 -0.0259 -0.0059
H 2.64370 -3.16796 3.74324 0.0128 0.0024 -0.0056
H 2.02591 -4.00034 2.29044 0.0897 0.0459 -0.0388
H 0.69928 -1.78137 3.86115 0.0244 0.0589 -0.0441
H 0.57916 -4.95050 3.56297 -0.0287 -0.0177 -0.0352
H -1.37431 -6.41644 3.39713 -0.0036 0.0049 -0.0162
H -3.52472 -5.53874 2.54389 -0.0078 0.0161 0.0179
H -3.71021 -3.14137 1.93801 0.0055 -0.0142 -0.0071
H -1.75927 -1.66462 2.13723 0.0017 0.1037 -0.1054
H 4.60234 -1.16401 0.51906 -0.0224 -0.0153 -0.0178
H 5.39244 0.23407 -1.40163 0.0005 -0.0068 0.0018
H 3.71879 1.67786 -2.58112 0.0191 -0.0030 0.0160
H -0.94901 3.84737 -2.16923 0.0411 -0.0147 0.0151
H 0.54134 4.02955 -4.02937 0.0156 0.0006 0.0131
H 0.08775 2.40508 -4.60597 0.0605 -0.0116 0.0144
H -2.45113 0.92120 -1.62775 0.0697 -0.0672 0.1372
H -4.58012 0.16885 -2.56200 0.0133 0.0005 -0.0123
H -5.46246 1.19566 -4.63641 0.0082 -0.0039 -0.0028
H -4.16961 2.98244 -5.75755 0.0117 0.0015 0.0043
H -2.02065 3.72434 -4.82463 -0.0233 0.0025 -0.0143
C -1.41696 1.28213 1.51001 -0.2912 0.1833 0.2796
C -1.66866 2.03922 2.42375 -0.0634 -0.0995 -0.0936
C -1.95649 2.94600 3.49403 0.0442 0.1019 0.0545
C -1.20984 4.11987 3.63516 -0.0321 -0.0070 0.0252
C -1.47707 5.00333 4.66743 0.0035 0.0179 0.0216
C -2.49162 4.73184 5.57508 -0.0140 0.0164 0.0085
C -3.23532 3.56741 5.44526 -0.0031 0.0185 0.0306
C -2.97223 2.67972 4.41471 -0.0135 -0.0027 0.0058
H -0.42093 4.32686 2.92410 -0.0024 -0.0083 -0.0032
H -0.89109 5.90843 4.76817 -0.0022 -0.0041 -0.0199
H -2.70473 5.42629 6.37770 0.0142 -0.0104 0.0048
H -4.02410 3.35096 6.15485 -0.0069 -0.0127 -0.0214
H -3.55254 1.77211 4.31307 0.0149 -0.0036 -0.0201
Br -1.13025 -6.70253 -3.97165 0.0463 0.0587 0.0445
C 0.03794 -5.42496 -3.18480 -0.1035 -0.0978 -0.0534
C 1.39991 -5.67148 -3.18452 0.0288 0.0073 -0.0206
C 2.24950 -4.73451 -2.61289 -0.0376 -0.0278 0.0142
C 1.73881 -3.56075 -2.08205 0.0486 0.0411 -0.0120
C 0.36862 -3.33109 -2.08934 -0.2349 0.0296 -0.0168
C -0.49467 -4.27575 -2.62880 0.0226 -0.0255 0.1299
C -0.17534 -2.03101 -1.55593 0.2474 -0.3295 -0.5787
O -1.14404 -2.04208 -0.75155 -0.0363 0.0703 0.2603
O 0.39589 -0.98793 -1.94107 -0.0325 0.0557 0.2129
H 1.78993 -6.57492 -3.63212 -0.0111 -0.0151 0.0321
H 3.31499 -4.92435 -2.59370 0.0004 0.0196 -0.0141
H 2.40456 -2.81398 -1.66653 -0.0330 0.0320 -0.0233
H -1.56219 -4.10563 -2.60474 0.0013 -0.0103 -0.0351

---

34
Properties=species:S:1:pos:R:3:forces:R:3 method="wB97M-V/def2-TZVPD" orbital_gap_ev=3.6649 total_charge=-1 homo_energy_ev=-1.84 e_lumo_ev=1.828
C 5.83916 3.22734 0.40190 -0.1915 -0.3431 -0.4634
C 4.39446 2.74075 0.54326 -0.2363 1.6892 0.4860
F 4.46793 1.86177 1.73128 0.0422 -0.7655 -0.0315
N 3.50826 3.77232 0.76346 0.1759 -0.3024 -0.8635
C 2.44403 3.84899 -0.19549 0.2140 0.3716 1.1200
N 1.11680 3.40634 0.31625 -0.4380 0.1900 -0.6554
H 5.83430 3.93850 -0.41576 0.0769 0.1971 -0.2160
H 6.53697 2.42665 0.13685 0.1485 -0.0762 0.3000
H 6.12402 3.76231 1.29784 0.1569 -0.0067 0.2983
H 4.11634 2.11802 -0.31584 0.0284 -0.4982 -0.0053
H 2.31140 4.90465 -0.45358 -0.1114 0.1309 -0.2082
H 2.65204 3.31783 -1.13328 -0.1017 -0.2471 -0.1540
H 1.13374 3.64861 1.29759 0.0324 -0.2605 0.1635
H 1.03003 2.40222 0.21337 0.2480 0.1634 0.3413
C -1.18445 -1.66736 0.83558 -0.1007 -0.1916 0.0322
C -0.90108 -0.63878 1.90855 -0.0648 0.0529 0.0989
O 0.20729 0.07304 1.35959 -0.1021 -0.1255 -0.0474
C 0.18654 -0.07069 0.01339 0.1037 0.1189 0.0808
O 0.86715 0.53126 -0.74343 -0.0488 -0.2580 -0.2010
O -0.73499 -1.01104 -0.35019 -0.0492 -0.0460 0.0847
H -2.23831 -1.92268 0.75883 -0.0385 0.0904 -0.1233
H -0.60303 -2.58218 0.97405 0.0323 0.0270 0.0235
H -1.73162 0.05490 2.05157 -0.0097 -0.0021 -0.0467
H -0.63660 -1.07918 2.86633 0.1729 0.0649 -0.0198
C -4.28397 -3.18169 -2.20210 0.1005 0.0099 -0.1583
C -4.47801 -4.61928 -1.76599 0.0065 -0.0864 -0.1238
O -4.38142 -4.52188 -0.34117 -0.0261 0.0526 -0.1105
C -4.69470 -3.25134 0.01599 0.0174 0.0420 0.0033
O -4.86234 -2.88750 1.13276 0.0094 0.0011 0.0919
O -4.78052 -2.45418 -1.07400 0.0015 -0.1096 -0.0176
H -4.84296 -2.92416 -3.09746 -0.1045 0.1098 0.0979
H -3.23359 -2.92561 -2.35022 0.0057 -0.0105 0.0410
H -5.46521 -5.00641 -2.02555 -0.0149 0.0374 0.0177
H -3.71771 -5.29152 -2.15435 0.0653 -0.0196 0.1644

---

15
Properties=species:S:1:pos:R:3:forces:R:3 method="wB97M-V/def2-TZVPD" orbital_gap_ev=8.4810 relative_energy_kcal_mol=0.0 smiles=FC(F)(F)[C@@H](OI)c1cncs1 total_charge=0 homo_energy_ev=-9.71 e_lumo_ev=-1.227
F 0.66174 2.37561 0.82851 0.3639 0.4706 -0.0792
C -0.37156 2.01274 0.05911 -0.9566 -1.1747 0.6528
F -1.35824 2.88368 0.19603 -0.3646 0.6871 0.5118
F -0.03000 2.04422 -1.19632 0.8079 0.0871 -1.5189
C -0.81292 0.61405 0.57324 -0.4431 1.0012 -2.8029
O -2.15555 0.43108 0.12849 -0.1029 -0.7460 -0.0744
I -2.90941 -1.44486 -0.04546 0.5057 0.9201 0.1954
C 0.16786 -0.39823 0.19467 -0.4782 0.0384 -1.0678
C 0.60674 -0.67350 -1.08166 1.6145 -1.9966 3.9478
N 1.51940 -1.69292 -1.09664 0.5218 -0.9587 0.2498
C 1.72828 -2.18317 0.08222 0.5568 -2.3072 1.3519
S 0.79869 -1.46023 1.37231 0.5461 -0.1239 -1.1373
H -0.73359 0.84261 1.55944 -0.4728 -0.1305 3.4876
H 0.56216 -0.19671 -1.96628 -1.0697 1.9076 -2.5602
H 2.32642 -3.15439 0.39233 -1.0292 2.3255 -1.1563

---

63
Properties=species:S:1:pos:R:3:forces:R:3 method="wB97M-V/def2-TZVPD" orbital_gap_ev="1.9433 / 1.9083" total_charge=-1 homo_energy_ev="0.25 / 0.29" e_lumo_ev="2.193 / 2.201"
O 0.52517 -0.45644 -5.56842 0.4319 1.0333 -2.5786
C 0.74218 0.90528 -6.15969 -0.3930 0.6355 1.1722
C 0.69551 0.46055 -7.61536 -0.0121 -0.3298 1.1768
H 1.68374 1.33934 -5.75669 -0.5218 -0.2869 -0.4314
H -0.10139 1.57692 -5.91703 0.7601 -0.5704 -0.1612
C 0.59240 -0.95094 -6.98537 0.0120 -0.7113 -0.9455
H 1.60327 0.68944 -8.17545 -0.2530 -0.2260 -0.1522
H -0.22446 0.77332 -8.11756 0.3218 0.0213 -0.0846
C 1.84909 -1.75407 -7.32476 -0.0285 -0.0821 0.6598
H 2.73126 -1.12139 -7.19137 0.0035 -0.1741 0.0152
H 1.80788 -2.10066 -8.36547 -0.0389 0.2349 0.1724
H 1.94875 -2.63783 -6.68834 -0.0305 0.0938 0.0272
C -0.66052 -1.70509 -7.41311 0.0113 -0.0937 0.3698
H -1.54470 -1.06130 -7.35560 0.0904 -0.1106 0.0697
H -0.82150 -2.58380 -6.77741 0.0097 0.1532 -0.0714
H -0.54646 -2.04936 -8.45102 -0.0201 0.1470 0.2210
Ca 0.29501 -0.45027 -2.33103 -0.7821 0.4000 1.3379
C -1.53518 -0.68851 0.19823 -0.0157 -0.0084 0.0384
C -0.92475 0.57574 0.00424 -0.2393 -0.0299 -0.2588
C -1.56276 1.20456 -1.09705 -0.7859 -0.1987 0.2479
H -0.22236 1.07944 0.66182 0.0729 -0.3693 -0.4028
C -2.66440 0.36924 -1.49643 0.5510 -0.1317 -0.3056
C -2.57036 -0.83462 -0.74922 -0.6505 0.1020 -0.1377
H -3.25584 -1.69319 -0.88247 0.5656 0.5973 0.2840
H -1.28587 -1.39877 0.98648 0.0088 0.2302 -0.4277
H -1.25709 2.15820 -1.52694 -0.3800 -0.0754 0.3371
H -3.47232 0.60519 -2.22024 0.7351 -0.3283 0.5413
C 1.18996 -2.20969 0.86816 -0.2573 -0.6574 1.0444
C 1.22288 -2.62262 -0.43510 0.8605 -0.4612 0.2166
C 2.15486 -1.79406 -1.15754 -0.6187 -1.2849 -1.1638
H 0.74653 -3.52197 -0.82896 0.1667 0.3191 0.0903
C 2.58188 -0.76124 -0.33940 0.1980 2.0460 0.0018
C 2.10198 -1.03018 1.07770 -0.1016 1.2401 0.1597
H 3.03455 -1.26828 1.61232 0.9678 -1.0374 0.5279
H 0.74478 -2.75802 1.71208 -0.0444 0.4223 -0.5801
H 2.54697 -2.05825 -2.14038 0.0818 0.0231 0.1596
H 3.43358 -0.10340 -0.53451 -0.3154 -0.4963 0.0701
O -0.22456 1.48341 -3.73301 -0.8333 0.4036 -0.7144
C -1.64645 1.43948 -4.24400 0.3842 -0.3583 1.6979
C -1.95100 2.81222 -4.80408 0.1423 0.5928 -0.2206
H -2.30761 1.29290 -3.36800 0.8474 -0.0921 -0.6780
H -1.76956 0.52147 -4.86876 0.4254 0.9748 0.0627
C -0.64338 3.62794 -4.69577 0.3764 0.4947 -0.1504
H -2.76542 3.32167 -4.25249 0.4392 -0.4460 -0.1792
H -2.25913 2.74018 -5.83599 -0.1663 0.1117 -0.4018
C 0.27425 2.86276 -3.75989 -1.1601 -0.7909 0.8198
H -0.81531 4.63090 -4.25559 0.0645 -0.4606 -0.5660
H -0.12540 3.71528 -5.65874 -0.4252 0.2618 0.0400
H 0.11524 3.25226 -2.75638 0.4273 0.0014 0.2166
H 1.34300 2.88147 -4.00767 -0.3612 -0.1952 0.0099
O 1.28810 -0.28209 3.48779 -0.1720 1.1743 -0.3283
B 1.72593 0.06390 2.16623 -1.8189 0.4783 -0.2891
O 1.57330 1.47500 1.99669 -0.7021 -0.2015 0.9990
C 0.95770 1.97713 3.15899 1.3466 -0.3139 0.1769
C 0.83768 3.32617 3.55064 -0.2950 -1.2801 0.1020
C 0.51821 3.53232 4.91506 0.3919 -0.0976 -0.1747
C 0.62370 2.49469 5.85257 -0.0710 -0.1356 0.1519
C 0.87258 1.16393 5.45233 -0.8601 0.4293 -0.2369
C 0.84321 0.90580 4.09006 1.9690 0.1262 -0.7864
H 1.06517 4.15021 2.86503 -0.3468 -0.4239 0.2478
H 0.27486 4.54048 5.26234 0.2890 -0.3055 -0.0995
H 0.57789 2.72211 6.93481 -0.1230 -0.1045 -0.8025
H 1.06869 0.37087 6.16899 -0.1285 0.1213 -0.1361

---

13
Properties=species:S:1:pos:R:3:forces:R:3 method="wB97M-V/def2-TZVPD" orbital_gap_ev=9.4679 relative_energy_kcal_mol=75.2 total_charge=0 homo_energy_ev=-8.43 e_lumo_ev=1.035
C -0.90218 -0.15919 -0.05433 3.1935 0.9117 -0.3884
C -2.30500 -0.11146 0.14792 -2.5878 -1.0570 -1.3033
C 2.25682 -0.01504 0.31000 0.2703 -1.0623 1.3251
N -0.03711 -1.07340 0.27866 0.1739 0.7707 0.3461
N 0.07528 0.81422 -0.49683 0.3806 -0.8764 1.0964
N 1.00845 -0.28212 -0.26484 -2.1825 -0.6596 -1.4761
H -2.51629 -1.25381 0.24473 -0.5202 2.2440 0.5931
H -2.68011 0.65777 0.85474 0.4605 -1.1399 0.4512
H -2.84569 0.24976 -0.75883 0.4473 -0.5811 0.1231
H 2.27079 0.37975 1.34610 -0.0644 0.1366 -0.4942
H 2.82022 -0.95564 0.28062 0.0103 0.2087 0.1182
H 2.65533 0.61696 -0.43571 1.1851 1.1290 -0.2456
H 0.19949 1.13221 -1.45223 -0.7663 -0.0244 -0.1456

---

Quick rundown of strongest force on any atom, same order as above: 1.353; 0.710; 1.773; 4.709; 2.811; 3.344 eV Å⁻¹